*i*
This record from OMol25 describes 2 unconnected molecules or ions with the total composition C5H15NO. The level of theory is ωB97M-V/def2-TZVPD.

The expectation value of S² is 0.750. The spin multiplicity is 2. Its HOMO energy (spin up / spin down) is 0.932 / -4.969 eV. The total charge is -1. Its gap between HOMO and LUMO (spin up / spin down) is 2.8 / 8.6 eV.

Last column: natural (NBO) charge in e.
Atoms and positions in Å:
O -1.021 2.788 -0.209  -1.46
N 0.017 -1.230 0.674  -0.46
C -0.255 -1.710 -0.676  -0.20
C -1.042 -0.390 1.207  -0.50
C 1.527 0.823 0.553  -0.65
C 1.335 -0.669 0.886  -0.21
C -0.290 -0.674 -1.802  -0.71
H -0.585 -1.177 -2.730  0.19
H -0.819 -0.130 2.247  0.18
H 1.070 1.430 1.333  0.21
H 2.078 -1.255 0.342  0.18
H -1.984 -0.936 1.205  0.18
H -1.006 0.121 -1.594  0.22
H 0.498 -2.482 -0.876  0.17
H -1.445 2.795 -1.092  0.33
H 2.594 1.065 0.539  0.19
H 1.602 -0.797 1.941  0.17
H 1.134 1.130 -0.412  0.23
H -1.192 0.559 0.687  0.21
H -1.693 3.209 0.361  0.35
H 0.708 -0.256 -1.972  0.19
H -1.231 -2.216 -0.611  0.18

*ii*
This record from OMol25 describes 2 unconnected molecules or ions with the total composition C5H15NO. The level of theory is ωB97M-V/def2-TZVPD.

The expectation value of S² is 0.750. The spin multiplicity is 2. Its HOMO energy (spin up / spin down) is 1.060 / -5.322 eV. The total charge is -1. Its gap between HOMO and LUMO (spin up / spin down) is 2.7 / 9.0 eV.

Last column: natural (NBO) charge in e.
Atoms and positions in Å:
O 0.090 -0.749 3.230  -1.23
N 0.065 -0.502 -1.057  -0.46
C 0.202 2.378 -0.920  -0.61
C 1.257 -0.877 -0.325  -0.70
C -0.544 -1.701 -1.600  -0.45
C -0.347 1.571 0.250  -0.43
C -0.911 0.225 -0.252  -0.24
H 0.442 1.394 0.977  0.22
H -1.704 0.522 -0.941  0.17
H 0.170 -2.200 -2.256  0.19
H 0.332 3.422 -0.634  0.19
H -0.456 2.360 -1.787  0.19
H -1.358 -0.358 0.564  0.18
H -0.831 -2.398 -0.792  0.16
H -1.419 -1.411 -2.185  0.18
H 0.876 -1.042 3.722  0.34
H 1.057 -1.547 0.529  0.12
H -1.138 2.125 0.755  0.20
H 0.113 -1.314 2.438  0.40
H 1.935 -1.435 -0.983  0.18
H 1.178 2.012 -1.239  0.21
H 1.824 -0.037 0.075  0.19

*iii*
This record from OMol25 describes 2 unconnected molecules or ions with the total composition C5H15NO. The level of theory is ωB97M-V/def2-TZVPD.

The expectation value of S² is 0.750. The spin multiplicity is 2. Its HOMO energy (spin up / spin down) is 1.336 / -5.325 eV. The total charge is -1. Its gap between HOMO and LUMO (spin up / spin down) is 2.7 / 9.2 eV.

Last column: natural (NBO) charge in e.
Atoms and positions in Å:
O -2.604 0.689 1.658  -1.06
N -0.599 -0.987 1.096  -1.08
C -0.415 1.435 -0.926  -0.40
C 0.609 0.736 0.079  -0.43
C -0.361 0.646 -2.240  -0.65
C 1.978 -1.321 0.676  -0.81
C 0.590 -0.794 0.183  -0.24
H 1.935 -1.322 1.710  0.21
H 0.526 -0.156 -2.055  0.20
H 0.865 1.300 0.994  0.21
H 1.911 -2.316 0.298  0.20
H 1.588 0.760 -0.469  0.17
H 0.230 -1.150 -0.764  0.19
H -1.349 1.342 -0.427  0.19
H 2.929 -0.853 0.443  0.19
H -0.110 2.560 -1.051  0.19
H -0.937 -1.936 1.287  0.28
H -1.339 0.241 -2.345  0.21
H -2.609 -0.184 2.091  0.42
H -0.279 1.150 -3.106  0.20
H -0.598 -0.489 1.925  0.33
H -1.960 0.651 0.943  0.47

*i* ends up most stable, edging out the next structure by 6.0 kJ/mol.

*i*
This record from OMol25 describes a gas-phase ion, C3H10NP2 (charge +1). The level of theory is ωB97M-V/def2-TZVPD.

The spin multiplicity is 1. Its HOMO energy (spin up / spin down) is -14.418 / -14.418 eV. The total charge is +1. Its gap between HOMO and LUMO (spin up / spin down) is 7.7 / 7.7 eV.

Last column: natural (NBO) charge in e.
Atoms and positions in Å:
P 0.044 0.024 -0.081  1.72
P -1.617 -2.553 -0.002  0.92
N -1.394 -0.649 -0.013  -1.14
C 1.128 -0.700 1.200  -0.97
C -0.404 1.705 0.459  -0.93
C 0.671 0.251 -1.748  -0.98
H 1.229 1.249 -1.885  0.29
H -0.709 1.786 1.447  0.26
H 1.300 -0.506 -2.081  0.27
H -1.280 2.005 -0.198  0.27
H 1.434 -0.063 1.943  0.27
H -2.978 -2.322 0.380  -0.03
H 1.897 -1.345 0.898  0.27
H 0.455 -1.340 1.811  0.26
H 0.423 2.277 0.234  0.24
H -0.201 0.181 -2.364  0.27

*ii*
This record from OMol25 describes a gas-phase ion, C3H10NP2 (charge +1). The level of theory is ωB97M-V/def2-TZVPD.

The spin multiplicity is 1. Its HOMO energy is -13.242 eV. The total charge is +1. Its gap between HOMO and LUMO is 8.8 eV.

Last column: natural (NBO) charge in e.
Atoms and positions in Å:
P -2.002 -0.299 -0.350  0.32
P -2.116 1.674 -1.097  0.32
N 0.762 0.415 -0.200  -0.57
C 0.005 -1.757 0.568  -0.67
C 0.432 1.699 -0.808  -0.41
C -0.356 -0.271 0.547  -0.32
H 1.349 0.476 0.577  0.43
H -0.518 -2.288 1.325  0.27
H -0.232 -2.213 -0.486  0.24
H 1.003 -1.854 1.007  0.23
H 1.413 -0.221 -0.821  0.46
H -2.037 2.205 0.145  -0.04
H 0.795 1.738 -1.855  0.25
H -0.414 0.215 1.554  0.26
H -1.690 -0.760 -1.592  -0.01
H 0.447 2.563 -0.095  0.25

*i* ends up most stable, edging out the next structure by 93.2 kJ/mol.

*i*
This record from OMol25 describes 6 unconnected molecules or ions with the total composition H11O5S. The level of theory is ωB97M-V/def2-TZVPD.

The spin multiplicity is 1. Its HOMO energy is -3.962 eV. The total charge is -1. Its gap between HOMO and LUMO is 7.4 eV.

Last column: natural (NBO) charge in e.
Atoms and positions in Å:
S -1.748 1.908 -0.906  -1.06
O 2.423 0.944 3.113  -0.95
O -2.458 0.011 1.556  -1.03
O -0.643 -1.866 -2.428  -0.96
O 1.102 0.515 -1.128  -1.02
O 1.498 -1.759 0.473  -0.98
H 1.989 1.012 2.249  0.48
H 1.028 0.685 -2.125  0.48
H -0.484 -1.037 -1.955  0.49
H 1.248 -2.507 -0.079  0.46
H -2.544 0.146 0.522  0.52
H 0.320 1.177 -0.840  0.52
H 3.068 0.225 3.008  0.47
H -1.556 -1.855 -2.564  0.46
H -2.687 2.903 -0.705  0.13
H 1.298 -1.056 -0.233  0.50
H -1.852 0.555 2.042  0.48

*ii*
This record from OMol25 describes 6 unconnected molecules or ions with the total composition H11O5S. The level of theory is ωB97M-V/def2-TZVPD.

The spin multiplicity is 1. Its HOMO energy is -4.571 eV. The total charge is -1. Its gap between HOMO and LUMO is 7.9 eV.

Last column: natural (NBO) charge in e.
Atoms and positions in Å:
S -0.081 0.328 2.617  -0.95
O -0.599 -2.313 -1.795  -0.97
O -2.025 0.897 -3.030  -0.98
O -0.181 0.368 -0.695  -1.09
O 1.611 2.895 0.541  -0.96
O 1.567 -2.224 1.848  -0.99
H -2.483 -0.058 -2.991  0.46
H 1.908 3.694 0.907  0.46
H 1.154 -1.341 1.977  0.49
H -0.112 0.347 0.428  0.50
H -1.250 -0.402 2.862  0.13
H -0.576 -1.522 -1.189  0.50
H -1.262 0.685 -2.346  0.51
H 1.106 2.450 1.320  0.50
H 0.685 -2.525 1.654  0.45
H 0.149 1.327 -0.615  0.49
H 0.389 -2.606 -1.493  0.46

*i* ends up most stable, edging out the next structure by 41.3 kJ/mol.

*i*
This record from OMol25 describes C18H23N3O2 in the gas phase. The level of theory is ωB97M-V/def2-TZVPD.

The spin multiplicity is 1. Its HOMO energy is -8.388 eV. The total charge is 0. Its gap between HOMO and LUMO is 9.2 eV.

Last column: natural (NBO) charge in e.
Atoms and positions in Å:
O 1.779 1.141 3.070  -0.50
O -1.269 -0.850 -1.684  -0.28
N -0.305 -0.578 -2.609  -0.17
N -0.303 1.009 -1.057  -0.51
N -2.375 -1.175 0.909  -0.43
C 2.569 -0.084 1.109  -0.30
C 1.622 0.217 2.079  0.31
C -3.198 -1.195 2.101  -0.21
C 1.434 3.524 -4.190  -0.42
C -1.212 0.125 -0.776  0.55
C 1.080 -1.723 0.167  -0.24
C 0.249 0.531 -2.210  0.33
C 0.402 -0.456 2.078  -0.23
C -2.128 0.146 0.389  -0.28
C -1.234 -2.090 1.084  -0.07
C 0.718 2.240 -3.901  -0.22
C 0.181 3.532 -3.367  -0.42
C -3.029 -2.618 2.612  -0.41
C 2.984 1.863 3.128  -0.25
C 1.328 1.237 -2.940  -0.44
C -1.541 -2.866 2.377  -0.40
C 2.291 -1.060 0.166  -0.19
C 0.113 -1.413 1.119  -0.03
H -3.094 0.555 0.063  0.23
H 2.887 2.531 3.983  0.20
H 1.953 1.754 -2.211  0.23
H -3.317 -2.727 3.656  0.21
H 0.176 1.774 -4.715  0.22
H -1.301 -3.922 2.279  0.22
H -3.625 -3.298 2.004  0.21
H -1.696 0.850 1.122  0.21
H -0.957 -2.458 3.203  0.21
H 3.520 0.425 1.078  0.22
H -4.232 -0.956 1.836  0.20
H 1.394 3.920 -5.193  0.22
H 2.373 3.706 -3.690  0.21
H 3.843 1.202 3.282  0.18
H -2.859 -0.465 2.857  0.16
H -1.251 -2.775 0.225  0.20
H 0.266 3.707 -2.305  0.22
H 3.031 -1.297 -0.583  0.21
H 0.875 -2.473 -0.583  0.22
H -0.310 -0.200 2.847  0.21
H 1.924 0.507 -3.489  0.23
H 3.140 2.458 2.222  0.18
H -0.719 3.937 -3.803  0.22

*ii*
This record from OMol25 describes C18H23N3O2 in the gas phase. The level of theory is ωB97M-V/def2-TZVPD.

The spin multiplicity is 1. Its HOMO energy is -8.347 eV. The total charge is 0. Its gap between HOMO and LUMO is 9.3 eV.

Last column: natural (NBO) charge in e.
Atoms and positions in Å:
O 0.140 1.975 0.996  -0.28
O -0.997 -2.340 -1.395  -0.51
N -0.214 1.549 -1.119  -0.49
N -1.176 1.641 0.882  -0.16
N 2.762 0.803 -0.561  -0.43
C 2.121 2.092 -0.436  -0.27
C -3.626 0.502 0.059  -0.23
C -2.627 0.932 -0.988  -0.44
C 4.140 0.851 -1.002  -0.21
C -4.670 1.462 0.539  -0.41
C -5.060 0.302 -0.326  -0.42
C 3.914 -0.989 0.507  -0.40
C -1.354 1.387 -0.383  0.33
C 4.588 -0.592 -0.811  -0.40
C -1.021 -2.079 1.032  -0.34
C -2.229 -3.016 -1.349  -0.25
C 0.827 -0.913 2.037  -0.24
C 2.722 -0.013 0.649  -0.07
C 1.408 -0.739 0.786  -0.01
C 0.665 1.887 -0.230  0.53
C -0.376 -1.580 2.151  -0.18
C -0.447 -1.909 -0.222  0.38
C 0.775 -1.248 -0.333  -0.29
H -2.159 -3.943 -0.770  0.18
H -2.470 -3.258 -2.383  0.20
H -2.381 0.108 -1.665  0.24
H -5.344 0.504 -1.349  0.21
H 2.868 0.618 1.546  0.18
H 1.310 -0.513 2.916  0.21
H 2.518 2.688 0.408  0.19
H -3.036 1.740 -1.601  0.23
H -3.022 -2.386 -0.932  0.18
H 4.598 -0.870 1.346  0.21
H 1.204 -1.103 -1.311  0.24
H 3.573 -2.022 0.490  0.22
H -4.944 1.443 1.582  0.22
H 5.671 -0.694 -0.775  0.21
H -1.964 -2.589 1.151  0.22
H 4.752 1.534 -0.385  0.16
H 2.268 2.637 -1.371  0.23
H -4.690 2.450 0.105  0.21
H -0.830 -1.708 3.123  0.21
H 4.187 1.181 -2.041  0.20
H -5.609 -0.513 0.121  0.21
H -3.204 -0.169 0.795  0.23
H 4.203 -1.200 -1.628  0.21

*iii*
This record from OMol25 describes C18H23N3O2 in the gas phase. The level of theory is ωB97M-V/def2-TZVPD.

The spin multiplicity is 1. Its HOMO energy is -7.946 eV. The total charge is 0. Its gap between HOMO and LUMO is 8.4 eV.

Last column: natural (NBO) charge in e.
Atoms and positions in Å:
O -0.962 0.835 -0.922  -0.51
O 1.151 0.009 2.740  -0.63
N -1.628 2.687 0.399  -0.40
N 2.032 -4.600 -2.420  -0.63
N 0.725 -0.886 0.699  -0.64
C 0.555 -3.414 -0.914  -0.40
C -1.310 1.602 -2.034  -0.06
C -1.508 3.056 1.740  0.15
C -1.211 3.416 4.486  -0.23
C 0.485 0.043 1.715  0.67
C -0.888 1.509 0.267  0.56
C 1.721 -2.381 -0.848  -0.23
C -1.995 4.327 3.780  -0.23
C 1.880 -1.724 0.525  -0.20
C -2.180 4.156 2.428  -0.23
C 3.036 -3.629 -2.478  -0.22
C -0.350 1.230 1.480  -0.28
C -2.480 3.293 -0.609  -0.20
C 0.665 -4.051 -2.366  -0.23
C -2.612 2.261 -1.719  -0.44
C -0.554 2.409 3.832  -0.16
C -0.792 2.179 2.451  -0.07
C 3.077 -2.943 -1.183  -0.41
H -0.380 -2.774 -0.861  0.21
H 3.203 -3.710 -0.379  0.21
H 2.914 -3.016 -3.395  0.15
H -2.941 2.612 -2.710  0.23
H -2.997 4.639 1.901  0.20
H 3.934 -4.199 -2.607  0.20
H 0.181 -0.715 -0.142  0.40
H 3.955 -2.233 -1.212  0.21
H -3.315 1.547 -1.251  0.22
H -0.503 2.297 -2.174  0.18
H -2.503 4.994 4.467  0.22
H 0.605 -4.272 -0.209  0.22
H 0.416 -3.281 -3.121  0.16
H 0.149 1.841 4.397  0.24
H 2.024 -2.490 1.359  0.20
H 1.556 -1.566 -1.565  0.19
H -1.137 3.572 5.610  0.21
H -1.393 0.976 -2.930  0.20
H -0.178 -4.823 -2.378  0.20
H -3.419 3.554 -0.198  0.21
H -2.017 4.200 -0.976  0.19
H 2.127 -5.288 -3.099  0.36
H 2.864 -1.248 0.423  0.19

*iii* ends up most stable, edging out the next structure by 45.3 kJ/mol.

*i*
This record from OMol25 describes C4H4Cl2N2O in the gas phase. The level of theory is ωB97M-V/def2-TZVPD.

The spin multiplicity is 1. Its HOMO energy is -10.240 eV. The total charge is 0. Its gap between HOMO and LUMO is 10.2 eV.

Last column: natural (NBO) charge in e.
Atoms and positions in Å:
Cl -1.397 2.228 0.321  -0.18
Cl 2.066 -0.974 0.481  0.04
O -1.426 -1.395 1.193  -0.50
N -0.743 -0.901 -1.050  -0.64
N -0.323 0.713 2.368  -0.55
C -0.575 0.659 1.139  0.28
C 1.505 -0.046 -0.848  -0.25
C 0.375 -0.106 -1.537  -0.06
C -0.900 -0.641 0.365  0.59
H -0.578 -1.919 -1.280  0.42
H 2.416 0.328 -1.350  0.23
H -0.699 1.595 2.692  0.38
H 0.279 0.459 -2.494  0.23

*ii*
This record from OMol25 describes C4H4Cl2N2O in the gas phase. The level of theory is ωB97M-V/def2-TZVPD.

The spin multiplicity is 1. Its HOMO energy is -7.864 eV. The total charge is 0. Its gap between HOMO and LUMO is 8.2 eV.

Last column: natural (NBO) charge in e.
Atoms and positions in Å:
Cl 1.457 4.104 -4.309  0.08
Cl 1.339 4.488 -1.291  0.00
O -1.639 -0.428 -2.698  -0.53
N -0.328 1.513 -2.285  -0.50
N -0.610 -0.402 -0.754  -0.62
C 1.160 3.530 -2.764  -0.38
C -0.915 0.045 -1.924  0.85
C 0.316 0.140 0.274  -0.44
C 0.464 2.396 -2.477  0.45
H 1.246 -0.545 0.222  0.21
H 0.081 -0.211 1.398  0.22
H 0.461 1.222 0.329  0.24
H -0.838 -1.409 -0.540  0.43

*i* ends up most stable, edging out the next structure by 80.9 kJ/mol.